Entry 1:
# C36H48N4O3PRb

A structure of composition C36H48N4O3PRb (the ωB97M-V functional and the def2-TZVPD basis, the OMol25 dataset).

Last column: Mulliken charge in e.
Geometry (Å):
Rb: -0.202 -0.186 -0.714  0.900
C: -4.900 -2.729 -5.442  -0.852
O: -5.056 -3.237 -4.138  -0.446
C: -3.989 -3.128 -3.285  1.258
C: -4.193 -3.708 -2.022  -0.968
C: -3.168 -3.651 -1.109  -0.299
C: -1.946 -3.057 -1.416  1.170
C: -0.844 -3.085 -0.448  -0.752
C: 0.498 -3.624 -0.893  -0.378
O: -0.963 -2.678 0.705  -0.569
C: -1.732 -2.410 -2.679  -0.308
O: -0.673 -1.737 -2.899  -0.973
C: -2.809 -2.503 -3.617  -0.586
H: -5.831 -2.938 -5.963  0.244
H: -4.072 -3.219 -5.963  0.338
H: -4.723 -1.649 -5.434  0.320
H: -5.130 -4.206 -1.815  0.434
H: -3.288 -4.104 -0.131  0.441
H: 0.436 -4.167 -1.832  0.369
H: 0.879 -4.261 -0.093  0.439
H: 1.199 -2.802 -1.037  -0.313
H: -2.656 -2.031 -4.577  0.430
C: 1.451 3.866 -3.107  -0.916
C: 1.009 2.921 -2.170  -0.377
N: 1.629 1.788 -1.928  0.417
C: 2.753 1.512 -2.613  -0.226
C: 3.280 2.391 -3.574  0.950
C: 2.592 3.593 -3.811  -0.690
C: 4.483 2.056 -4.279  -0.974
C: 5.131 0.904 -4.022  -0.948
C: 4.635 -0.014 -3.037  0.926
C: 5.312 -1.208 -2.741  -0.889
C: 4.809 -2.041 -1.781  -1.278
C: 3.620 -1.669 -1.138  -0.062
N: 2.950 -0.568 -1.399  0.476
C: 3.450 0.265 -2.334  0.491
H: 0.892 4.778 -3.261  0.454
H: 0.102 3.105 -1.601  0.277
H: 2.974 4.287 -4.550  0.408
H: 4.857 2.750 -5.022  0.389
H: 6.040 0.649 -4.551  0.395
H: 6.225 -1.449 -3.273  0.418
H: 5.298 -2.967 -1.517  0.432
H: 3.209 -2.317 -0.372  0.401
N: -2.468 1.611 -0.134  -0.681
C: -3.376 1.245 0.484  0.679
N: -4.469 0.989 1.177  -0.116
C: -4.318 0.635 2.596  -0.512
C: -4.419 -0.884 2.834  -0.635
C: -4.524 -1.632 1.513  -0.150
C: -5.708 -1.126 0.702  -0.364
C: -5.611 0.396 0.470  -0.866
H: -5.090 1.176 3.147  0.273
H: -3.354 1.027 2.919  0.104
H: -5.304 -1.100 3.439  0.339
H: -3.552 -1.231 3.397  0.401
H: -4.633 -2.699 1.694  0.485
H: -3.598 -1.529 0.943  -0.177
H: -6.632 -1.353 1.241  0.349
H: -5.759 -1.650 -0.253  0.205
H: -6.509 0.911 0.817  0.252
H: -5.487 0.634 -0.586  0.437
C: 3.923 1.890 3.607  -1.746
C: 3.214 2.078 2.267  0.463
C: 4.113 1.601 1.124  -1.367
P: 1.501 1.380 2.036  0.775
C: 0.385 2.607 2.876  0.798
C: 0.902 3.324 4.120  -1.735
C: -0.065 3.631 1.832  -1.328
C: 1.320 -0.164 3.056  0.883
C: 2.261 -1.242 2.516  -1.540
C: 1.352 -0.099 4.581  -1.661
H: 4.876 2.425 3.599  0.494
H: 4.149 0.839 3.786  0.281
H: 3.342 2.257 4.450  0.251
H: 3.044 3.153 2.117  0.450
H: 4.298 0.527 1.189  0.220
H: 5.080 2.108 1.163  0.517
H: 3.653 1.792 0.154  0.076
H: -0.492 2.007 3.153  -0.014
H: 1.751 3.965 3.874  0.322
H: 1.215 2.640 4.908  0.295
H: 0.122 3.970 4.529  0.458
H: 0.792 4.180 1.430  0.318
H: -0.741 4.363 2.279  0.461
H: -0.583 3.154 1.001  0.103
H: 0.304 -0.478 2.772  0.207
H: 3.297 -1.052 2.804  0.220
H: 2.223 -1.288 1.426  0.215
H: 1.980 -2.222 2.906  0.553
H: 2.316 0.234 4.961  0.225
H: 1.161 -1.093 4.994  0.482
H: 0.583 0.568 4.973  0.328

The value obtained for the HOMO energy is -6.3 eV. The largest force on an atom is 0.54 eV/A. The net charge is 0.

Entry 2:
# C36H48N5O2OsSeSi

A structure of composition C36H48N5O2OsSeSi (the ωB97M-V functional and the def2-TZVPD basis, the OMol25 dataset).

Last column: Mulliken spin population.
Geometry (Å):
Os: 0.399 -0.222 0.819  2.295
C: 1.002 1.795 0.648  0.069
Si: -0.380 2.774 -0.186  0.020
C: -2.061 2.182 0.532  -0.004
N: -2.150 0.723 0.418  -0.004
C: -2.582 0.293 -0.921  0.075
C: -4.058 -0.139 -1.002  0.007
C: -4.953 0.712 -0.104  -0.001
C: -4.468 0.684 1.356  0.005
C: -3.025 0.158 1.436  0.046
C: -0.398 2.659 -2.078  -0.005
C: 0.450 1.786 -2.753  0.026
C: 0.513 1.774 -4.133  0.025
C: -0.282 2.636 -4.874  0.002
C: -1.158 3.489 -4.221  0.000
C: -1.214 3.495 -2.840  0.005
C: -0.086 4.592 0.252  0.003
C: 0.414 5.491 -0.688  -0.002
C: 0.888 6.734 -0.317  0.000
C: 0.889 7.103 1.020  0.000
C: 0.374 6.234 1.969  0.002
C: -0.104 4.997 1.587  0.001
H: 1.119 2.190 1.665  0.017
H: 1.948 1.978 0.134  0.022
H: -2.928 2.681 0.081  -0.005
H: -2.062 2.433 1.592  -0.002
H: -1.956 -0.549 -1.235  -0.031
H: -2.394 1.105 -1.627  -0.010
H: -4.156 -1.192 -0.722  -0.001
H: -4.391 -0.046 -2.037  0.000
H: -5.987 0.359 -0.169  0.000
H: -4.947 1.738 -0.481  0.000
H: -5.107 0.038 1.962  0.001
H: -4.524 1.688 1.785  0.000
H: -3.027 -0.927 1.307  -0.015
H: -2.603 0.375 2.422  0.006
H: 1.065 1.112 -2.174  -0.005
H: 1.190 1.098 -4.639  0.001
H: -0.227 2.642 -5.954  0.000
H: -1.790 4.157 -4.792  0.000
H: -1.891 4.169 -2.333  0.000
H: 0.440 5.194 -1.725  0.000
H: 1.272 7.412 -1.068  0.000
H: 1.294 8.060 1.318  0.000
H: 0.362 6.524 3.013  0.000
H: -0.482 4.317 2.337  -0.001
O: -0.512 -0.860 5.157  0.033
C: -0.293 -0.504 4.048  0.055
N: -0.137 -0.095 2.956  0.101
Se: 2.021 -3.276 -1.059  0.167
C: 1.241 -4.320 0.142  0.000
N: 0.715 -5.032 0.889  0.042
C: 3.116 -1.776 2.052  0.150
C: 3.448 -0.954 0.800  -0.054
C: 3.946 0.434 1.284  0.078
C: 2.199 -0.838 -0.053  0.658
C: 4.614 -1.526 0.009  0.054
C: 5.041 -0.868 -1.144  0.000
C: 6.164 -1.276 -1.837  0.006
C: 6.897 -2.364 -1.395  0.001
C: 6.483 -3.032 -0.258  0.001
C: 5.356 -2.622 0.432  -0.003
H: 2.269 -1.304 2.562  -0.075
H: 3.959 -1.816 2.741  0.004
H: 2.819 -2.784 1.770  -0.002
H: 3.204 0.880 1.942  -0.007
H: 4.127 1.105 0.448  0.005
H: 4.881 0.310 1.831  -0.014
H: 2.452 -0.434 -1.042  -0.008
H: 4.497 -0.007 -1.501  -0.002
H: 6.477 -0.732 -2.719  0.000
H: 7.785 -2.681 -1.927  0.000
H: 7.052 -3.877 0.107  -0.001
H: 5.068 -3.170 1.315  -0.001
C: -3.554 -3.612 1.684  0.001
N: -2.129 -3.461 1.532  -0.008
C: -1.405 -3.263 2.766  -0.009
C: -1.541 -3.063 0.361  0.036
O: -0.639 -2.229 0.326  0.225
N: -2.037 -3.618 -0.787  0.007
C: -2.609 -4.945 -0.807  0.001
C: -1.489 -3.185 -2.055  0.018
H: -3.918 -2.868 2.402  0.000
H: -3.815 -4.601 2.070  0.000
H: -4.066 -3.454 0.738  0.000
H: -1.445 -4.184 3.350  -0.002
H: -1.829 -2.445 3.353  0.002
H: -0.366 -3.044 2.530  0.005
H: -2.506 -5.423 0.164  0.000
H: -2.065 -5.553 -1.535  0.000
H: -3.667 -4.914 -1.097  0.000
H: -0.833 -2.332 -1.897  -0.008
H: -2.309 -2.911 -2.726  0.002
H: -0.895 -3.982 -2.506  0.006

The value obtained for the HOMO energy (alpha / beta) is -2.1 / -4.0 eV. The largest force on an atom is 2.01 eV/A. The spin multiplicity is 5. The net charge is -1.

Entry 3:
# C36H48N5PdS3SbSi3

A structure of composition C36H48N5PdS3SbSi3 (the ωB97M-V functional and the def2-TZVPD basis, the OMol25 dataset).

Last column: Mulliken spin population.
Geometry (Å):
Pd: 0.519 -0.309 -1.337  0.209
C: -2.531 -1.634 0.993  0.036
Sb: -1.254 0.139 0.776  0.064
C: -0.577 -1.941 -1.915  0.573
C: -0.109 -3.246 -1.535  -0.033
C: 1.274 -3.574 -1.494  0.166
C: 1.675 -4.851 -1.172  -0.061
C: 0.713 -5.804 -0.856  0.132
C: -0.618 -5.416 -0.911  -0.055
N: -1.028 -4.206 -1.257  0.121
Si: -2.214 -1.770 -2.824  -0.034
C: -2.882 -0.007 -2.661  0.022
C: -3.669 -2.912 -2.403  0.017
C: -1.794 -2.120 -4.652  0.046
C: -0.508 0.193 2.921  0.038
C: 0.935 0.487 2.776  0.191
C: 1.648 1.429 3.488  -0.099
C: 3.012 1.635 3.306  0.321
C: 3.687 0.856 2.355  -0.105
C: 3.003 -0.087 1.657  0.218
N: 1.654 -0.312 1.866  0.116
Si: -1.575 1.621 3.617  0.013
C: -1.197 3.255 2.758  0.002
C: -1.404 1.868 5.489  0.001
C: -3.397 1.237 3.283  0.000
Si: -0.606 -1.428 3.967  0.012
C: -2.324 -1.679 4.715  0.005
C: -0.056 -3.092 3.234  0.007
C: 0.625 -1.159 5.384  0.003
H: -2.952 -1.871 0.018  -0.027
H: -3.343 -1.393 1.682  0.001
H: -1.993 -2.506 1.352  -0.005
H: 2.000 -2.807 -1.726  0.032
H: 2.726 -5.114 -1.163  -0.003
H: 0.987 -6.813 -0.581  0.009
H: -1.405 -6.125 -0.667  0.001
H: -3.219 0.198 -1.641  -0.002
H: -3.734 0.138 -3.330  0.001
H: -2.131 0.736 -2.917  -0.006
H: -4.278 -2.523 -1.585  -0.001
H: -3.322 -3.905 -2.126  0.000
H: -4.314 -3.001 -3.281  -0.001
H: -1.311 -1.267 -5.135  0.003
H: -2.698 -2.353 -5.218  0.002
H: -1.123 -2.980 -4.731  -0.002
H: 1.108 2.021 4.212  -0.007
H: 3.532 2.396 3.870  0.020
H: 4.739 1.004 2.157  -0.002
H: 3.452 -0.699 0.888  0.014
H: -0.146 3.529 2.843  0.002
H: -1.789 4.061 3.197  0.000
H: -1.432 3.201 1.693  0.000
H: -0.449 2.308 5.779  0.000
H: -1.525 0.936 6.043  0.000
H: -2.191 2.553 5.815  0.000
H: -3.620 1.242 2.213  0.000
H: -4.015 2.006 3.751  0.000
H: -3.708 0.274 3.686  -0.001
H: -3.080 -1.931 3.970  -0.002
H: -2.665 -0.796 5.257  0.000
H: -2.278 -2.504 5.430  0.001
H: -0.532 -3.357 2.293  0.000
H: -0.283 -3.887 3.950  -0.001
H: 1.022 -3.104 3.062  -0.004
H: 0.455 -0.218 5.912  0.001
H: 1.652 -1.145 5.013  0.000
H: 0.545 -1.972 6.112  -0.002
S: 0.824 -1.286 0.738  -0.039
C: 0.971 2.126 0.155  -0.007
N: 1.663 1.432 -0.722  0.008
C: 2.740 2.067 -1.317  0.021
C: 3.601 1.524 -2.268  0.001
C: 4.610 2.319 -2.781  0.000
C: 4.778 3.635 -2.348  0.000
C: 3.940 4.177 -1.389  0.002
C: 2.921 3.384 -0.877  -0.013
S: 1.695 3.752 0.291  0.004
H: 3.466 0.497 -2.589  0.003
H: 5.280 1.915 -3.530  0.000
H: 5.569 4.242 -2.770  0.000
H: 4.064 5.195 -1.043  0.000
N: 1.514 -1.206 -4.319  0.001
C: 1.060 0.066 -4.329  0.011
N: 0.506 0.635 -3.301  0.064
C: 0.170 1.960 -3.549  -0.016
C: -0.458 2.827 -2.661  0.016
C: -0.744 4.113 -3.080  0.000
C: -0.423 4.540 -4.367  0.000
C: 0.193 3.685 -5.264  -0.001
C: 0.486 2.399 -4.840  0.003
S: 1.229 1.095 -5.740  0.005
H: 1.143 -1.767 -3.560  -0.012
H: 1.691 -1.664 -5.195  -0.001
H: -0.713 2.484 -1.666  0.000
H: -1.231 4.798 -2.399  0.000
H: -0.663 5.549 -4.675  0.000
H: 0.433 4.001 -6.271  0.000

The value obtained for the HOMO energy (alpha / beta) is -5.3 / -7.2 eV. The largest force on an atom is 1.18 eV/A. The spin multiplicity is 3. The net charge is 0.

Which value of largest force on an atom does entry 2 give?
2.01 eV/A